1.
A molecular structure, C17H21CoN4S in a non-equilibrium geometry, computed with wB97M-V/def2-TZVPD.

```
! wB97M-V def2-TZVPD RIJCOSX def2/J DEFGRID3
* xyz 2 5
Co 0.050 0.172 0.515
N -1.602 1.281 0.576
C -2.333 1.353 1.885
C -1.386 1.261 3.090
N -0.321 0.243 2.844
C -0.704 -1.178 3.186
C -1.502 -1.794 2.038
N -0.658 -1.660 0.820
H -1.243 2.229 0.418
H -2.270 1.065 -0.145
H -3.146 0.560 1.941
H -2.782 2.335 1.969
H -1.982 0.925 3.978
H -0.951 2.248 3.337
H 0.439 0.500 3.466
H -1.344 -1.134 4.072
H 0.258 -1.725 3.400
H -2.400 -1.192 1.814
H -1.753 -2.848 2.244
H -1.176 -1.983 -0.010
H 0.160 -2.306 0.907
S 1.856 0.575 -3.537
C 0.174 0.458 -3.758
C -0.487 0.468 -4.971
C -1.851 0.183 -4.978
C -2.572 -0.018 -3.817
C -1.955 -0.021 -2.573
C -0.570 0.241 -2.554
N 0.302 0.179 -1.442
C 1.582 0.240 -1.813
C 2.649 0.161 -0.785
C 4.024 -0.010 -1.040
C 4.880 -0.198 0.096
C 4.320 -0.180 1.351
C 2.912 -0.130 1.541
C 2.061 0.040 0.493
H 0.065 0.680 -5.869
H -2.384 0.255 -5.945
H -3.662 -0.027 -3.837
H -2.476 -0.266 -1.663
H 4.396 -0.116 -2.058
H 5.932 -0.312 -0.023
H 4.905 -0.271 2.292
H 2.547 -0.284 2.545
*
```

E_tot ... -2659.7839 Ha
Strongest force on any atom ... 2.2 eV/A
E_LUMO (spin up / spin down) ... -6.434 / -9.248 eV
Expectation value of S² ... 6.010

---

2.
4 unconnected molecules or ions with the total composition C2H12N2O2 in a non-equilibrium geometry, computed with wB97M-V/def2-TZVPD.

```
! wB97M-V def2-TZVPD RIJCOSX def2/J DEFGRID3
* xyz 0 1
N -0.467 0.419 1.221
C 0.901 0.789 0.845
C 1.745 -0.222 0.189
N -0.068 -0.133 -1.874
H -1.155 0.617 0.424
H -0.777 1.037 1.965
H 1.435 1.119 1.767
H 0.910 1.604 0.138
H 2.433 0.218 -0.529
H 2.189 -1.100 0.637
H -0.259 -1.126 -2.032
H 0.540 -0.170 -1.017
H -1.050 -1.403 0.555
H 0.313 -2.010 0.388
O -0.608 -2.257 0.334
H -2.763 1.603 -0.704
H -1.003 0.271 -1.645
O -2.316 0.745 -0.661
*
```

E_tot ... -343.1411 Ha
Strongest force on any atom ... 2.1 eV/A
E_LUMO ... -3.955 eV

---

3.
A single C5H8N2 molecule in a non-equilibrium geometry, computed with wB97M-V/def2-TZVPD.

```
! wB97M-V def2-TZVPD RIJCOSX def2/J DEFGRID3
* xyz 0 1
C -0.466 1.122 -1.974
N -0.080 0.566 -0.702
C -0.319 1.188 0.487
C -0.156 0.253 1.486
C 0.292 -0.942 0.878
N 0.749 -2.066 1.612
C 0.236 -0.759 -0.476
H -0.077 2.139 -2.068
H -0.051 0.503 -2.770
H -1.559 1.147 -2.072
H -0.494 2.259 0.510
H -0.777 0.073 2.338
H 0.692 -1.839 2.603
H 1.743 -2.165 1.426
H 0.267 -1.480 -1.278
*
```

E_tot ... -304.7894 Ha
Strongest force on any atom ... 1.7 eV/A
SMILES ... Cn1ccc(N)c1
E_LUMO ... 1.021 eV

---

4.
A single C11H5F3N2O2 molecule in a non-equilibrium geometry, computed with wB97M-V/def2-TZVPD.

```
! wB97M-V def2-TZVPD RIJCOSX def2/J DEFGRID3
* xyz 0 1
N -4.315 0.356 -2.651
C -3.267 0.481 -2.115
C -1.992 0.446 -1.428
C -1.891 0.578 -0.035
C -3.068 0.914 0.888
F -3.945 -0.067 0.860
F -2.675 1.037 2.155
F -3.662 2.081 0.489
C -0.576 0.278 0.558
C 0.522 -0.048 -0.187
C 1.779 -0.442 0.488
C 3.077 -0.205 0.105
C 3.873 -0.685 1.212
C 3.056 -1.238 2.137
O 1.750 -1.067 1.735
N 0.413 -0.048 -1.575
C -0.802 0.048 -2.189
O -0.774 -0.101 -3.405
H -0.425 0.325 1.641
H 3.466 0.242 -0.824
H 4.975 -0.696 1.269
H 3.357 -1.761 3.065
H 1.125 -0.428 -2.192
*
```

E_tot ... -981.7472 Ha
Strongest force on any atom ... 4.0 eV/A
SMILES ... N#Cc1c(C(F)(F)F)cc(-c2ccco2)[nH]c1=O
E_LUMO ... -1.297 eV

---

5.
A molecular structure, C3H6IO3P in a non-equilibrium geometry, computed with wB97M-V/def2-TZVPD.

```
! wB97M-V def2-TZVPD RIJCOSX def2/J DEFGRID3
* xyz 0 1
C 0.133 -1.407 -1.225
C 0.836 -0.301 2.095
C -1.285 1.186 -0.926
O 0.276 -2.470 -0.744
O 1.502 0.849 -0.571
O -0.195 -0.088 1.138
P 0.179 0.253 -0.384
I -0.023 -1.133 -3.361
H 1.007 -1.370 2.225
H 0.498 0.136 3.034
H 1.762 0.181 1.772
H -1.327 2.075 -0.299
H -1.172 1.488 -1.963
H -2.191 0.602 -0.794
*
```

E_tot ... -982.7253 Ha
Strongest force on any atom ... 1.3 eV/A
E_LUMO ... -0.023 eV

---

6.
2 unconnected molecules or ions with the total composition C4H12OS in a non-equilibrium geometry, computed with wB97M-V/def2-TZVPD.

```
! wB97M-V def2-TZVPD RIJCOSX def2/J DEFGRID3
* xyz 0 1
C -1.979 0.258 -0.710
C -2.792 1.363 -0.026
O -3.973 1.676 -0.779
H -2.498 -0.144 -1.571
H -1.650 -0.506 -0.008
H -1.052 0.689 -1.105
H -3.083 0.978 0.947
H -2.231 2.268 0.166
H -4.716 1.430 -0.216
C 1.829 -1.384 1.373
S 1.973 -1.411 -0.424
C 3.451 -0.377 -0.650
H 1.368 -0.463 1.736
H 1.256 -2.242 1.707
H 2.807 -1.390 1.827
H 3.217 0.619 -0.966
H 3.972 -0.844 -1.490
H 4.100 -0.520 0.189
*
```

E_tot ... -632.9876 Ha
Strongest force on any atom ... 1.8 eV/A
SMILES ... CCO.CSC
E_LUMO ... 0.912 eV